(1)
{"formula": "C8H14N", "method": "ωB97M-V/def2-TZVPD", "gap_ev": [6.684, 9.363], "total_charge": 1, "e_homo_ev": [-12.111, -12.645], "symbols": ["C", "C", "C", "C", "C", "C", "C", "C", "N", "H", "H", "H", "H", "H", "H", "H", "H", "H", "H", "H", "H", "H", "H"], "xyz": [[-0.484, -0.746, -0.304], [-1.634, -0.568, 0.045], [2.046, -1.433, -0.305], [0.834, -0.649, -0.389], [3.389, -1.031, 0.534], [0.048, 2.444, 0.538], [-3.644, 0.908, -0.270], [-3.065, -0.449, 0.185], [1.723, -0.503, -1.497], [1.984, -2.489, -0.672], [3.805, -2.022, 1.018], [3.177, -0.450, 1.416], [4.037, -0.560, -0.176], [0.407, 2.078, -0.340], [-0.279, 1.776, 1.310], [-0.483, 3.356, 0.513], [-3.265, 1.224, -1.249], [-3.315, 1.699, 0.427], [-4.723, 0.987, -0.245], [-3.576, -1.381, -0.090], [-3.204, -0.364, 1.242], [2.473, 0.229, -1.645], [1.711, -0.902, -2.478]], "atomic_forces_ev_per_a": [[-0.39, 0.56, 0.36], [-1.19, -0.16, -1.00], [1.62, -0.35, 0.40], [1.25, -0.67, 0.47], [-1.83, -3.30, 0.26], [-1.30, 0.34, 1.99], [0.80, 0.81, -0.45], [-0.35, 0.62, 0.91], [3.31, 0.54, -3.00], [0.08, 0.90, 0.65], [-0.52, 1.89, -1.52], [-0.33, 0.71, -0.12], [0.76, 0.11, 0.03], [1.11, -0.94, -2.20], [0.27, -0.34, 0.27], [-0.14, 1.04, -0.04], [-0.30, -0.24, 0.04], [0.10, -0.44, -0.18], [-0.18, -0.54, -0.15], [0.09, 0.36, -0.43], [-0.25, -0.53, 1.07], [-1.48, -0.18, 1.16], [-1.12, -0.19, 1.49]], "nbo_charge": [-0.17, 0.30, -0.03, 0.14, -0.62, -0.46, -0.59, -0.53, -0.58, 0.24, 0.26, 0.25, 0.22, 0.13, 0.16, 0.17, 0.22, 0.22, 0.24, 0.27, 0.26, 0.44, 0.44]}


(2)
{"formula": "C8H14N2O", "method": "ωB97M-V/def2-TZVPD", "gap_ev": [8.949, 7.182], "e_homo_ev": [-8.768, -7.471], "symbols": ["C", "C", "C", "C", "C", "C", "C", "C", "N", "N", "O", "H", "H", "H", "H", "H", "H", "H", "H", "H", "H", "H", "H", "H", "H"], "xyz": [[-1.795, -0.669, 0.002], [-3.286, -0.856, -0.038], [-3.827, 0.556, 0.117], [-0.021, 0.999, 0.199], [1.468, -0.777, 1.158], [2.371, 1.223, 0.023], [1.267, -0.534, -1.350], [1.217, 0.203, -0.002], [-1.445, 0.711, 0.035], [-2.782, 1.467, -0.129], [-1.015, -1.583, 0.001], [-3.559, -1.294, -0.999], [-3.587, -1.553, 0.746], [-4.622, 0.791, -0.598], [-4.243, 0.711, 1.126], [0.093, 2.064, 0.343], [2.440, -1.241, 1.025], [0.716, -1.555, 1.187], [1.466, -0.245, 2.107], [2.418, 1.722, 0.988], [3.313, 0.703, -0.132], [2.263, 1.971, -0.755], [0.501, -1.298, -1.424], [2.236, -1.019, -1.447], [1.151, 0.173, -2.168]], "atomic_forces_ev_per_a": [[-0.38, -0.33, -0.04], [-0.10, 0.30, -0.02], [-0.53, -1.02, 0.33], [-4.27, 1.93, -0.30], [-0.12, 0.00, -0.05], [-0.16, -0.14, 0.03], [-0.06, 0.06, 0.05], [0.39, -0.70, -0.12], [-0.79, -1.13, 0.01], [5.21, 0.73, 0.10], [-0.11, -0.04, 0.08], [0.09, -0.03, 0.01], [0.06, 0.04, -0.07], [0.03, 0.01, 0.10], [0.03, 0.01, -0.07], [0.02, 0.08, 0.04], [0.24, -0.07, 0.00], [0.07, -0.02, 0.07], [0.04, 0.06, 0.12], [0.00, 0.12, 0.12], [0.08, -0.06, -0.01], [-0.05, 0.14, -0.16], [0.08, 0.05, -0.05], [0.17, -0.03, -0.05], [0.01, 0.06, -0.12]], "nbo_charge": [0.69, -0.52, -0.29, 0.07, -0.60, -0.59, -0.60, -0.13, -0.29, -0.20, -0.57, 0.25, 0.24, 0.22, 0.20, 0.19, 0.20, 0.24, 0.20, 0.21, 0.21, 0.21, 0.24, 0.21, 0.20]}


(3)
{"formula": "C8H14N2O", "method": "ωB97M-V/def2-TZVPD", "gap_ev": 8.430, "e_homo_ev": -8.771, "symbols": ["C", "C", "C", "C", "C", "C", "C", "C", "N", "N", "O", "H", "H", "H", "H", "H", "H", "H", "H", "H", "H", "H", "H", "H", "H"], "xyz": [[2.966, 0.730, -1.230], [2.133, -0.016, -0.449], [1.010, 1.056, -1.974], [-0.495, -1.821, -0.926], [-0.399, 1.399, 1.292], [-2.172, -0.375, 1.260], [-0.308, -0.414, -0.453], [-0.696, -0.072, 0.981], [2.248, 1.393, -2.173], [0.865, 0.197, -0.932], [0.132, -0.922, 1.777], [4.031, 0.833, -1.173], [2.314, -0.663, 0.385], [0.161, 1.399, -2.533], [-1.502, -2.181, -0.734], [-0.287, -1.889, -1.993], [0.214, -2.463, -0.392], [-0.751, 1.648, 2.292], [-0.904, 2.037, 0.573], [0.671, 1.592, 1.246], [-2.361, -1.443, 1.197], [-2.797, 0.142, 0.539], [-2.436, -0.041, 2.262], [-1.618, 0.578, -1.547], [-0.018, -0.703, 2.707]], "atomic_forces_ev_per_a": [[-0.01, -0.21, 0.28], [0.45, -0.18, 0.21], [-0.20, 0.20, -0.26], [0.07, -0.10, 0.04], [0.10, -0.29, -0.10], [0.29, -0.07, -0.20], [-2.93, 1.39, -2.03], [-0.41, 0.59, 0.11], [0.03, 0.38, -0.47], [0.49, 0.24, -0.09], [0.17, -0.18, 0.29], [0.20, -0.05, 0.11], [0.01, -0.11, 0.16], [-0.23, 0.01, -0.04], [0.01, -0.01, 0.02], [-0.01, 0.02, 0.08], [-0.04, -0.02, 0.00], [-0.06, -0.02, 0.06], [-0.08, 0.12, -0.04], [0.02, 0.02, -0.04], [-0.04, -0.09, -0.01], [-0.12, 0.07, -0.03], [0.02, 0.02, 0.09], [2.20, -1.69, 2.04], [0.04, -0.04, -0.19]], "nbo_charge": [-0.09, -0.11, 0.19, -0.70, -0.63, -0.63, 0.34, 0.14, -0.45, -0.47, -0.74, 0.21, 0.23, 0.21, 0.23, 0.23, 0.23, 0.21, 0.23, 0.23, 0.22, 0.23, 0.21, 0.01, 0.48]}


Quick rundown of strongest force on any atom, same order as above: 4.5; 5.3; 3.8 eV/A
Quick rundown of E, same order as above: -367.45615; -497.84399; -497.87002 Ha